Here is C56H46BClF3GaNO8PTe as an isolated structure from the Open Molecules 2025 dataset. Energies are from ωB97M-V/def2-TZVPD.

Summary:
* expectation value of S²: 0.77
* DFT total energy: -166995.1005 eV
* charge: -1
* LUMO energy (alpha / beta): 2.1 / 1.5 eV
* energy above the lowest of the compared OMol25 structures with the same formula, charge and spin: 0.00 kJ/mol
* Kohn-Sham gap (alpha / beta): 7.002 / 6.711 eV
* spin multiplicity: 2

Each line ends with the Mulliken spin population.
Atoms and positions in Å:
Ga (-1.0455, -0.4760, -0.1248)  -0.06
O (-0.2512, -4.7260, -0.8763)  0.00
Cl (-1.4103, -4.0249, -1.4091)  0.00
O (-2.5111, -4.9351, -1.4414)  0.00
O (-1.7558, -2.9402, -0.4766)  0.01
O (-1.1725, -3.4907, -2.7107)  0.00
O (-2.1501, 1.3269, -2.3513)  0.00
B (-2.1763, 0.0308, -1.7535)  0.00
O (-3.3909, -0.5858, -2.0843)  0.00
C (-4.0613, 0.2705, -2.8786)  0.00
C (-5.3006, 0.1111, -3.4344)  0.00
C (-5.8223, 1.1602, -4.1689)  0.00
C (-5.1231, 2.3371, -4.3571)  0.00
C (-3.8472, 2.4973, -3.7602)  0.00
C (-3.3183, 1.4264, -3.0473)  0.00
H (-5.8042, -0.8237, -3.2864)  0.00
H (-6.8160, 1.0244, -4.6620)  0.00
H (-5.4851, 3.2098, -4.8934)  0.00
H (-3.2338, 3.3909, -3.8234)  0.00
F (3.4916, 7.4489, 1.3221)  0.00
C (3.5758, 6.4830, 2.2630)  0.00
F (3.3118, 7.1040, 3.4349)  0.00
F (4.8755, 6.1303, 2.3379)  0.00
C (2.6610, 5.3290, 1.9853)  0.00
C (1.2953, 5.5734, 2.0007)  0.00
C (0.4268, 4.5419, 1.7570)  0.00
C (0.9095, 3.2508, 1.5286)  -0.02
C (2.2847, 3.0188, 1.4731)  0.00
C (3.1549, 4.0803, 1.6863)  0.01
C (0.0150, 2.1910, 1.2437)  0.02
C (-0.5638, 1.1975, 0.8397)  0.01
H (0.9740, 6.5887, 2.1646)  0.00
H (-0.6375, 4.7138, 1.7060)  0.00
H (2.6312, 2.0362, 1.2019)  -0.01
H (4.2184, 3.9128, 1.6402)  0.00
C (5.7143, 4.0606, -5.2715)  0.00
C (4.7238, 3.2713, -4.4470)  0.00
C (5.1193, 2.5375, -3.3322)  0.01
C (4.2168, 1.7520, -2.6110)  -0.10
C (4.7447, 1.0956, -1.3688)  0.05
C (2.8928, 1.6209, -3.0947)  0.10
Te (1.4509, 0.2673, -2.1287)  0.21
N (0.6959, -1.3000, -0.2400)  0.72
C (1.7828, -1.6450, 0.4642)  -0.07
O (2.9100, -1.1357, 0.3399)  0.02
C (1.7197, -2.7794, 1.4743)  0.07
C (0.5591, -3.4973, 1.7754)  0.00
C (0.6329, -4.4991, 2.7514)  0.00
C (1.8199, -4.7988, 3.4004)  0.00
C (2.9273, -4.0217, 3.1164)  0.00
C (2.8899, -3.0231, 2.1876)  -0.01
C (1.9974, -1.4581, -3.3041)  0.06
C (3.1894, -2.1167, -2.9451)  -0.01
C (3.7247, -3.1584, -3.6947)  0.00
C (3.0535, -3.5575, -4.8548)  0.00
C (1.8271, -2.9775, -5.1459)  0.00
C (1.2515, -1.9127, -4.3816)  -0.04
C (-0.0666, -1.3987, -4.8303)  0.00
C (2.4626, 2.4066, -4.1694)  0.00
C (1.0405, 2.4724, -4.6513)  0.02
C (3.3956, 3.2554, -4.8094)  0.01
H (6.6259, 4.2031, -4.7264)  0.00
H (5.3384, 5.0239, -5.5783)  0.00
H (5.9592, 3.4960, -6.1598)  0.00
H (6.1492, 2.5306, -3.0199)  0.00
H (5.6889, 0.5963, -1.6009)  0.00
H (4.0497, 0.4005, -0.9315)  -0.02
H (4.9684, 1.8664, -0.6397)  0.00
H (-0.3699, -3.3366, 1.2400)  0.02
H (-0.2426, -5.1087, 2.9646)  0.00
H (1.8709, -5.5638, 4.1742)  0.00
H (3.8594, -4.1994, 3.6767)  0.00
H (3.7917, -2.4938, 1.8917)  0.00
H (3.7072, -1.8348, -2.0362)  0.00
H (4.6360, -3.6229, -3.3360)  0.00
H (3.4706, -4.3718, -5.4435)  0.00
H (1.2929, -3.3115, -6.0238)  0.00
H (-0.8248, -2.1649, -4.7948)  0.00
H (-0.0413, -1.0060, -5.8487)  0.00
H (-0.4379, -0.5772, -4.1867)  0.00
H (0.3760, 2.9287, -3.9339)  0.00
H (0.6105, 1.4930, -4.8349)  -0.01
H (0.9618, 3.0637, -5.5614)  0.00
H (3.0249, 3.8474, -5.6541)  0.00
O (-2.5564, -1.0085, 1.2523)  -0.02
P (-2.6634, -1.0764, 2.7819)  0.01
C (-1.3811, -0.2138, 3.7067)  0.00
C (-0.1130, -0.8038, 3.7323)  0.00
C (0.9808, -0.0916, 4.1818)  0.00
C (0.8302, 1.1975, 4.6737)  0.00
C (-0.4406, 1.7511, 4.7460)  0.00
C (-1.5305, 1.0725, 4.2400)  0.00
C (-2.7199, -2.8095, 3.2785)  0.00
C (-3.1545, -3.7253, 2.3049)  0.00
C (-3.2666, -5.0578, 2.6233)  0.00
C (-2.8947, -5.4762, 3.8962)  0.00
C (-2.4452, -4.5769, 4.8565)  0.00
C (-2.3524, -3.2296, 4.5591)  0.00
C (-4.2325, -0.3572, 3.3354)  0.00
C (-5.0346, 0.3171, 2.4017)  0.00
C (-6.2383, 0.8801, 2.8026)  0.00
C (-6.6390, 0.7964, 4.1282)  0.00
C (-5.8293, 0.1415, 5.0596)  0.00
C (-4.6189, -0.4002, 4.6848)  0.00
H (0.0431, -1.8215, 3.3782)  0.00
H (1.9679, -0.4860, 4.0930)  0.00
H (1.6797, 1.7485, 4.9726)  0.00
H (-0.6005, 2.7215, 5.1928)  0.00
H (-2.4957, 1.5923, 4.2436)  0.00
H (-3.3818, -3.3893, 1.3037)  0.00
H (-3.5636, -5.7573, 1.8796)  0.00
H (-2.9785, -6.5229, 4.1246)  0.00
H (-2.1483, -4.9453, 5.8224)  0.00
H (-2.0941, -2.5039, 5.3320)  0.00
H (-4.6861, 0.3752, 1.3658)  0.00
H (-6.8657, 1.4557, 2.0927)  0.00
H (-7.5650, 1.2579, 4.4465)  0.00
H (-6.0777, 0.0927, 6.1214)  0.00
H (-4.0237, -0.8487, 5.4743)  0.00